This record from the Open Molecules 2025 dataset describes a single C4H6N2O2 molecule at a distorted geometry. The level of theory is wB97M-V/def2-TZVPD.

XYZ file:
```
14
Properties=species:S:1:pos:R:3
C -2.00451 0.81665 -0.38352
C 1.60649 0.20587 -0.12617
C -0.46790 -0.77938 0.61055
C 0.68434 -0.82301 -0.29732
N -1.12157 0.55416 0.62421
N -2.82242 0.19320 -1.06606
O 1.40462 1.25320 0.45408
O 2.85208 0.07856 -0.73764
H -1.99201 1.98528 -0.60488
H -1.31113 -1.38201 0.54192
H -0.25513 -0.71973 1.73848
H 0.82502 -1.68984 -0.77568
H -0.35420 1.13078 0.91780
H 2.95632 -0.82371 -0.89574
```

* net charge: 0
* LUMO energy (alpha / beta): 0.431 / -2.353 eV
* HOMO-LUMO gap (alpha / beta): 9.77 / 6.91 eV
* multiplicity: 3
* ⟨S²⟩: 2.017
* energy above the lowest of the compared OMol25 structures with the same formula, charge and spin: 0.893 eV

This record from the Open Molecules 2025 dataset describes a single C4H8N2O molecule at a distorted geometry. The level of theory is wB97M-V/def2-TZVPD.

XYZ file:
```
15
Properties=species:S:1:pos:R:3
C 2.67108 0.22750 0.25959
C 1.37273 0.36304 -0.01210
C 0.32947 -0.42683 -0.46927
O 0.48533 -1.69595 -0.95857
C -0.88777 0.09731 0.06933
N -1.51930 1.20511 -0.55502
N -1.83088 -0.82828 0.55319
H 3.32401 1.08358 0.35096
H 3.12184 -0.75462 0.32011
H 0.48777 1.05025 0.64231
H -0.37097 -1.99468 -1.29066
H -2.08586 1.74950 0.08535
H -0.84183 1.81059 -0.99811
H -1.49650 -1.42347 1.29678
H -2.75912 -0.46305 0.70612
```

* net charge: 0
* LUMO energy (alpha / beta): 0.602 / 0.602 eV
* HOMO-LUMO gap (alpha / beta): 7.36 / 7.36 eV
* SMILES string: C=CC(O)=C(N)N
* energy above the lowest of the compared OMol25 structures with the same formula, charge and spin: 4.818 eV

This record from the Open Molecules 2025 dataset describes a single C14H21NO3S molecule. The level of theory is wB97M-V/def2-TZVPD.

XYZ file:
```
40
Properties=species:S:1:pos:R:3
C -1.91438 -2.83433 -1.05393
C -3.15723 -1.96101 -1.00595
O -2.91288 -0.86876 -0.14974
C -4.00286 0.01979 -0.04712
C -3.58390 1.26574 0.72907
C -2.57593 2.11547 -0.04189
N -1.28278 1.47609 -0.08175
C -0.14032 2.17279 0.06346
O -0.11402 3.39153 0.12508
C 1.12027 1.36940 0.07917
C 2.25491 1.98103 -0.43527
C 3.48563 1.35374 -0.46080
C 3.59252 0.07652 0.06562
S 5.08732 -0.86201 0.10811
C 6.31925 0.24012 -0.63990
C 2.47583 -0.54938 0.61402
C 1.23962 0.07791 0.62582
O 0.12209 -0.48441 1.16267
C 0.22895 -1.71448 1.83651
H -1.06059 -2.24245 -1.37319
H -1.70795 -3.24127 -0.06823
H -2.06328 -3.65215 -1.75334
H -4.01981 -2.53999 -0.63892
H -3.40450 -1.59334 -2.01513
H -4.84210 -0.48098 0.46305
H -4.34638 0.30561 -1.05448
H -4.47639 1.85922 0.93075
H -3.14422 0.95970 1.67883
H -2.94217 2.28560 -1.06352
H -2.44137 3.09136 0.43424
H -1.28832 0.46637 -0.07289
H 2.14898 2.98370 -0.82126
H 4.33494 1.86615 -0.88059
H 6.04259 0.46364 -1.66602
H 6.41256 1.14611 -0.04851
H 7.25445 -0.31098 -0.62153
H 2.60609 -1.53625 1.02852
H 0.91736 -1.64934 2.68481
H -0.77515 -1.92988 2.19827
H 0.55316 -2.51655 1.16595
```

* net charge: 0
* LUMO energy: 0.713 eV
* HOMO-LUMO gap: 8.74 eV
* SMILES string: CCOCCCNC(=O)c1ccc(SC)cc1OC
* energy above the lowest of the compared OMol25 structures with the same formula, charge and spin: 0.554 eV

This record from the Open Molecules 2025 dataset describes 2 unconnected molecules or ions with the total composition C22H36Cl2F3N2O3PS4 at a distorted geometry. The level of theory is wB97M-V/def2-TZVPD.

XYZ file:
```
73
Properties=species:S:1:pos:R:3
C -6.27885 -1.96870 1.34264
C -6.10247 -0.79636 0.26927
N -4.65966 -0.54711 -0.07947
C -4.00240 0.19562 1.02417
C -4.41163 1.73438 0.84843
C -4.03746 -1.79860 -0.37117
S -4.70720 -2.74966 -1.57552
S -2.53869 -2.42428 0.42998
C -1.49020 -2.97273 -0.97442
C 0.06727 -2.94867 -0.62963
C 0.90286 -1.94284 -1.51223
C 0.92627 -0.42922 -1.05844
C 2.44735 0.05588 -1.17974
O 2.56941 1.31742 -0.50737
C 2.66963 2.42389 -1.39045
P 1.25182 3.63074 -0.99920
S 1.36947 3.98056 0.94041
C 0.55892 -0.19332 0.45775
O 1.59492 -0.72606 1.32192
C 1.21805 -0.67954 2.65252
C 0.26206 0.24182 3.24972
C 0.04702 0.14056 4.69520
C 0.71488 -0.80775 5.55631
C 1.64943 -1.75439 4.94995
C 1.87846 -1.66350 3.52679
N 0.09722 0.52102 -1.85274
S -1.59743 0.43620 -1.52137
C 0.38763 0.50078 -3.28202
O 0.56553 1.84355 -3.83293
C 0.93129 1.79695 -5.15114
F 0.85344 3.08081 -5.62842
F 0.11617 1.05142 -5.94489
F 2.23406 1.37141 -5.24421
H -5.38933 -2.06641 2.01078
H -6.53489 -2.93428 0.84672
H -7.18831 -1.68484 1.94631
H -6.71360 -0.99633 -0.65018
H -6.57154 0.10514 0.74433
H -4.33839 -0.15009 2.03643
H -2.88962 0.18079 0.99679
H -4.53797 1.87332 -0.26441
H -3.56267 2.40891 1.13144
H -5.37340 1.98593 1.35281
H -1.78581 -4.03127 -1.21748
H -1.67105 -2.39210 -1.91812
H 0.42388 -3.97858 -0.92369
H 0.25797 -2.88004 0.47150
H 0.58303 -2.10907 -2.57800
H 1.96973 -2.31119 -1.46841
H 3.11125 -0.66954 -0.60752
H 2.82695 0.04697 -2.23286
H 2.65753 2.16617 -2.47949
H 3.60927 3.02068 -1.21112
H 1.42473 4.88167 -1.65557
H -0.02604 3.06316 -1.23856
H 0.41218 0.90662 0.66459
H -0.39221 -0.69558 0.77158
H -0.26629 0.98040 2.60789
H -0.66744 0.84930 5.18202
H 0.57004 -0.86314 6.65676
H 2.22255 -2.51593 5.52753
H 2.60097 -2.39448 3.08273
H -2.23786 -0.23143 -2.54810
H -0.52752 0.09179 -3.80172
H 1.21824 -0.19331 -3.57880
Cl 8.36954 1.60431 1.20772
C 6.94527 1.76985 0.14981
C 5.73201 1.06271 0.70831
Cl 5.91750 -0.71087 0.68817
H 7.21167 1.38976 -0.83610
H 6.74064 2.83746 0.06015
H 4.85592 1.29511 0.10272
H 5.52595 1.36816 1.73330
```

* net charge: 0
* LUMO energy: -0.259 eV
* HOMO-LUMO gap: 8.09 eV
* SMILES string: CCN(CC)C(=S)SCCC[C@](COC[PH2]=S)(COc1ccccc1)N(S)COC(F)(F)F.ClCCCl

This record from the Open Molecules 2025 dataset describes 12 unconnected molecules or ions with the total composition C45H125N13O12 at a distorted geometry. The level of theory is wB97M-V/def2-TZVPD.

XYZ file:
```
195
Properties=species:S:1:pos:R:3
C 19.94175 -12.79969 -5.12853
O 20.01397 -11.93227 -5.99658
N 18.88530 -13.30465 -4.59718
N 20.98840 -13.18279 -4.40221
H 17.98054 -12.96381 -4.88931
H 18.97694 -13.83355 -3.74163
H 20.86585 -13.89433 -3.69596
H 21.85128 -12.67137 -4.52057
C 20.25417 -11.61625 -0.59579
C 18.95294 -11.89418 -1.42640
C 17.87557 -12.66730 -0.63745
O 18.21011 -14.05428 -0.55934
C 17.98028 -14.69429 0.68603
N 18.46804 -10.58870 -1.83518
H 20.52480 -12.48445 0.00512
H 20.26019 -10.76259 0.08194
H 21.12737 -11.48804 -1.23546
H 19.13895 -12.56784 -2.26288
H 16.88484 -12.67499 -1.09187
H 17.74246 -12.13856 0.30637
H 18.72225 -14.46750 1.45163
H 18.11772 -15.77522 0.65792
H 16.91854 -14.58019 0.90465
H 18.63986 -10.00914 -1.02605
H 19.21059 -10.21254 -2.40720
C 19.99947 -22.17375 0.92053
C 19.94985 -23.06102 2.14948
C 18.50053 -23.48853 2.57614
O 17.71716 -24.07596 1.54265
C 16.29120 -24.13461 1.84784
N 20.81376 -24.22068 1.78660
H 19.34108 -21.33639 1.15172
H 19.64067 -22.56485 -0.03152
H 21.03066 -21.89331 0.70580
H 20.41660 -22.64226 3.04104
H 17.88160 -22.74703 3.08131
H 18.64271 -24.32391 3.26173
H 15.87031 -24.88035 1.17343
H 15.85514 -23.18757 1.52991
H 16.05817 -24.26244 2.90494
H 20.38995 -24.71806 1.01647
H 20.90299 -24.82591 2.59024
C 19.02210 -20.46937 -4.13591
C 20.56654 -20.44700 -3.98445
C 21.13397 -21.17765 -2.72947
O 22.59160 -21.14123 -2.74439
C 23.10782 -21.74898 -1.56081
N 21.13075 -20.89483 -5.23721
H 18.66066 -21.48237 -4.31278
H 18.69337 -19.66735 -4.79682
H 18.65017 -20.15544 -3.16061
H 20.86956 -19.39999 -3.99206
H 20.81345 -22.21870 -2.76944
H 20.88302 -20.59701 -1.84179
H 24.11559 -22.14990 -1.66917
H 22.53092 -22.63403 -1.29251
H 22.96200 -21.09715 -0.69944
H 22.12063 -20.76277 -5.08622
H 21.10732 -21.90327 -5.18624
C 21.02008 -15.59731 -10.01633
C 21.35570 -14.89392 -8.60807
C 21.74212 -15.83060 -7.46113
O 20.66064 -16.63828 -7.12555
C 20.86470 -17.79195 -6.35009
N 22.50908 -14.04985 -8.89401
H 20.14974 -16.22283 -9.81804
H 21.85808 -16.22354 -10.32241
H 20.83741 -14.90759 -10.84035
H 20.46771 -14.33046 -8.32155
H 22.05250 -15.21451 -6.61721
H 22.62665 -16.40543 -7.73550
H 21.35747 -18.56746 -6.93648
H 19.85885 -18.17656 -6.18142
H 21.47469 -17.62233 -5.46283
H 23.32137 -14.59752 -9.13966
H 22.88972 -13.52354 -8.12058
C 28.51662 -20.03771 0.03682
C 27.53811 -20.47944 -1.03655
C 26.48465 -19.40362 -1.44713
O 25.61723 -18.99995 -0.40829
C 24.38903 -18.35759 -0.81443
N 28.23168 -20.73873 -2.27266
H 28.16380 -19.90504 1.05957
H 29.10965 -19.13559 -0.11348
H 29.24404 -20.82862 0.21962
H 26.96552 -21.31719 -0.63855
H 25.92147 -19.81361 -2.28548
H 27.00828 -18.53024 -1.83587
H 24.60574 -17.40343 -1.29475
H 23.80311 -18.30246 0.10304
H 23.79644 -18.88113 -1.56466
H 28.87394 -19.98812 -2.48286
H 28.88534 -21.43778 -1.94991
C 22.82027 -16.76445 2.43248
C 21.64284 -15.88422 2.82534
C 20.40933 -16.72206 3.30688
O 20.30550 -17.82014 2.43138
C 19.25956 -18.70028 2.66562
N 22.06709 -14.80513 3.78161
H 23.64607 -16.31997 1.87696
H 22.49803 -17.40740 1.61340
H 23.18597 -17.29396 3.31224
H 21.39577 -15.39044 1.88553
H 19.47992 -16.17273 3.45700
H 20.63913 -17.16569 4.27564
H 19.30302 -19.38791 1.82100
H 18.29153 -18.21194 2.77752
H 19.35774 -19.36924 3.52058
H 21.30699 -14.14020 3.79616
H 22.88070 -14.24100 3.58186
C 22.69190 -11.17655 1.86567
C 24.12595 -11.54302 1.40223
C 24.47106 -12.92646 1.80230
O 24.36934 -13.20445 3.22948
C 25.15393 -12.36138 4.10880
N 24.13840 -11.27051 -0.01367
H 22.07058 -11.98177 1.47364
H 22.21744 -10.37017 1.30644
H 22.51797 -11.25381 2.93892
H 24.84318 -10.77965 1.70382
H 25.49506 -13.18044 1.52838
H 23.91774 -13.61577 1.16451
H 25.06715 -12.79700 5.10419
H 24.83400 -11.33175 3.94872
H 26.15730 -12.49317 3.70384
H 23.34837 -11.62998 -0.53013
H 24.08848 -10.28058 -0.20771
C 22.10385 -15.14770 -1.06125
C 21.06893 -15.97685 -1.88331
C 20.44304 -17.05498 -0.99666
O 19.13767 -17.42709 -1.50413
C 18.47801 -18.51255 -0.87279
N 20.14670 -14.99751 -2.44926
H 22.33636 -14.20460 -1.55582
H 23.01636 -15.69297 -0.82020
H 21.73954 -14.70698 -0.13327
H 21.58227 -16.43608 -2.72811
H 20.25428 -16.65435 -0.00069
H 21.10442 -17.90773 -0.84337
H 18.14278 -18.15225 0.09978
H 19.04538 -19.43984 -0.79325
H 17.61232 -18.81747 -1.46074
H 19.41695 -15.58555 -2.82579
H 19.70960 -14.61176 -1.62450
C 27.75215 -13.52797 -2.91472
C 26.32465 -12.93188 -2.80280
C 25.20411 -13.69393 -2.03672
O 24.83954 -14.98631 -2.47126
C 24.37903 -15.11039 -3.83227
N 26.55683 -11.80697 -1.93630
H 28.11354 -13.90675 -1.95867
H 28.48798 -12.84765 -3.34346
H 27.74336 -14.42656 -3.53161
H 25.94935 -12.59981 -3.77077
H 24.30749 -13.07412 -2.03579
H 25.47622 -13.86846 -0.99576
H 23.89178 -14.18323 -4.13403
H 23.66673 -15.91935 -3.99448
H 25.18488 -15.30088 -4.54108
H 26.96961 -12.13823 -1.07608
H 25.74963 -11.32090 -1.57262
C 15.50232 -16.56001 -8.03713
C 16.94430 -16.28806 -7.54532
C 17.13719 -16.56599 -6.11660
O 16.10388 -15.99281 -5.37951
C 16.26548 -16.02519 -4.01028
N 17.77452 -17.21187 -8.33722
H 15.40208 -16.49588 -9.12062
H 14.76448 -15.88491 -7.60361
H 15.27164 -17.59594 -7.78867
H 17.23298 -15.27582 -7.82839
H 18.12232 -16.19904 -5.82859
H 17.08985 -17.64119 -5.94394
H 15.98692 -17.02073 -3.66472
H 15.65315 -15.22426 -3.59596
H 17.27338 -15.78864 -3.66930
H 18.65758 -16.93431 -7.93316
H 17.48496 -18.15464 -8.11941
C 14.14214 -16.18507 -0.39850
C 13.22024 -16.60594 0.73626
C 13.80295 -17.64621 1.70991
O 13.84827 -18.88517 1.00629
C 15.13230 -19.51246 0.90414
N 12.97608 -15.39512 1.51554
H 14.54351 -16.99134 -1.01244
H 14.98362 -15.58607 -0.05034
H 13.48591 -15.69714 -1.11919
H 12.26401 -17.02888 0.42829
H 13.07121 -17.82868 2.49691
H 14.73235 -17.48270 2.25543
H 15.55088 -19.83796 1.85647
H 15.77085 -18.71138 0.53180
H 15.16067 -20.28406 0.13477
H 12.57491 -14.68740 0.91696
H 12.26711 -15.61585 2.20019
```

* net charge: +1
* LUMO energy (alpha / beta): -2.639 / -8.076 eV
* HOMO-LUMO gap (alpha / beta): 7.72 / 2.29 eV
* multiplicity: 2
* ⟨S²⟩: 0.757

This record from the Open Molecules 2025 dataset describes a single C5H7N molecule. The level of theory is wB97M-V/def2-TZVPD.

XYZ file:
```
13
Properties=species:S:1:pos:R:3
C 0.06235 0.83878 0.94666
C -0.39155 -0.38356 1.21250
C -0.38630 -1.45551 0.15510
N -0.41053 -0.96983 -1.22120
C 0.03097 0.20047 -1.44582
C 0.59547 1.15779 -0.42215
H 0.02597 1.63392 1.68671
H -0.81709 -0.62869 2.18268
H 0.50075 -2.09878 0.25882
H -1.24674 -2.12192 0.28622
H -0.01239 0.55456 -2.47849
H 1.69502 1.08819 -0.44423
H 0.35981 2.18787 -0.71485
```

* net charge: 0
* LUMO energy: 1.093 eV
* HOMO-LUMO gap: 10.41 eV
* SMILES string: C1=CCN=CC1
* energy above the lowest of the compared OMol25 structures with the same formula, charge and spin: 0.959 eV

This record from the Open Molecules 2025 dataset describes a single C5H7NO molecule. The level of theory is wB97M-V/def2-TZVPD.

XYZ file:
```
14
Properties=species:S:1:pos:R:3
C 2.41216 0.19246 0.53120
N 1.05250 0.67914 0.43528
C -0.06585 0.11105 0.00173
O -0.17611 -1.16302 -0.41540
C -1.44568 -0.64873 -1.01579
C -2.39502 -0.26507 0.02042
C -1.28973 0.74344 -0.34720
H 3.05072 0.82509 -0.09332
H 2.75496 0.27744 1.56742
H 2.48068 -0.84431 0.19686
H -1.52949 -0.82866 -2.08009
H -2.38961 -0.83304 0.95092
H -3.38157 0.07558 -0.28759
H 0.92204 1.67863 0.53555
```

* net charge: 0
* LUMO energy: 0.776 eV
* HOMO-LUMO gap: 8.33 eV
* energy above the lowest of the compared OMol25 structures with the same formula, charge and spin: 4.513 eV

This record from the Open Molecules 2025 dataset describes 2 unconnected molecules or ions with the total composition C2H4O4S at a distorted geometry. The level of theory is wB97M-V/def2-TZVPD.

XYZ file:
```
11
Properties=species:S:1:pos:R:3
C 1.53276 0.56568 0.43482
C 2.48049 -0.55446 0.16115
O -1.16715 -0.60194 1.55736
O 0.03481 -0.43957 -1.59186
O 1.41581 1.53076 -0.54667
O 3.19916 -0.99432 1.00706
S -0.00262 0.63373 -0.57340
H 1.43965 0.86789 1.45735
H 2.44150 -0.86589 -0.88348
H -1.35515 -1.44384 1.35394
H -1.00388 -0.63816 2.53190
```

* net charge: 0
* LUMO energy (alpha / beta): 0.239 / -3.633 eV
* HOMO-LUMO gap (alpha / beta): 6.38 / 6.07 eV
* multiplicity: 3
* ⟨S²⟩: 2.011
* energy above the lowest of the compared OMol25 structures with the same formula, charge and spin: 1.343 eV